C43H80N9 | ωB97M-V/def2-TZVPD

The geometry in ORCA input format:
```
! RIJCOSX wB97M-V def2-TZVPD def2/J DEFGRID3
* xyz -1 1
C 3.703 0.350 2.219
C 2.694 1.558 2.493
C 1.751 1.919 1.278
C 2.509 2.575 0.036
C 3.170 1.550 -0.978
C 4.184 2.369 -1.960
C 5.656 2.260 -1.305
C 6.541 3.550 -1.706
C 6.459 4.748 -0.642
C 7.852 5.568 -0.671
C 8.327 5.990 0.817
N 9.191 4.965 1.462
H 4.742 0.796 2.197
H 3.459 -0.282 1.324
H 3.636 -0.348 3.117
H 3.282 2.462 2.839
H 2.046 1.266 3.384
H 1.083 1.064 0.946
H 1.029 2.718 1.664
H 1.712 3.136 -0.557
H 3.275 3.361 0.336
H 3.821 0.770 -0.479
H 2.350 1.049 -1.586
H 3.815 3.433 -1.956
H 4.129 1.851 -2.959
H 6.166 1.345 -1.755
H 5.559 2.136 -0.180
H 7.619 3.220 -1.728
H 6.257 3.880 -2.756
H 5.613 5.463 -0.872
H 6.314 4.325 0.403
H 8.698 4.972 -1.132
H 7.729 6.549 -1.246
H 8.870 6.990 0.803
H 7.389 6.124 1.461
H 8.715 4.652 2.318
C -1.586 -2.788 4.170
C -0.584 -1.941 4.946
C -0.168 -0.679 4.188
C 0.478 -1.052 2.894
N 0.981 -1.341 1.888
H -1.164 -3.155 3.232
H -1.880 -3.662 4.756
H -2.489 -2.213 3.941
H 0.299 -2.548 5.169
H -1.025 -1.652 5.904
H 0.537 -0.095 4.784
H -1.040 -0.052 3.984
C -4.820 -5.004 4.904
C -5.208 -5.844 3.692
C -4.332 -7.089 3.524
C -2.904 -6.690 3.337
N -1.793 -6.380 3.192
H -3.804 -4.616 4.816
H -5.488 -4.145 5.000
H -4.887 -5.591 5.825
H -5.142 -5.222 2.794
H -6.251 -6.154 3.792
H -4.657 -7.662 2.652
H -4.410 -7.734 4.402
C 7.507 3.751 6.702
C 6.941 2.409 6.252
C 7.092 2.173 4.748
C 6.360 3.231 3.990
N 5.790 4.064 3.393
H 6.979 4.586 6.237
H 7.405 3.864 7.784
H 8.568 3.833 6.450
H 5.884 2.358 6.531
H 7.454 1.607 6.791
H 6.684 1.197 4.477
H 8.145 2.194 4.459
C 2.430 -1.584 -5.081
C 3.635 -0.677 -5.303
C 3.249 0.702 -5.843
C 2.560 0.559 -7.162
N 2.034 0.440 -8.195
H 1.903 -1.791 -6.016
H 2.749 -2.544 -4.669
H 1.723 -1.132 -4.380
H 4.325 -1.167 -5.997
H 4.167 -0.552 -4.357
H 4.142 1.318 -5.973
H 2.582 1.214 -5.145
C -3.117 1.364 2.000
C -4.357 2.232 2.174
C -4.380 2.973 3.514
C -4.371 1.991 4.642
N -4.363 1.227 5.517
H -3.069 0.574 2.752
H -3.127 0.879 1.024
H -2.205 1.965 2.071
H -5.246 1.601 2.084
H -4.398 2.963 1.363
H -5.278 3.590 3.588
H -3.510 3.628 3.606
C -6.897 -3.515 -0.481
C -5.763 -3.393 -1.492
C -4.378 -3.466 -0.846
C -4.210 -2.348 0.131
N -4.078 -1.479 0.890
H -6.885 -2.692 0.238
H -7.863 -3.488 -0.989
H -6.830 -4.456 0.071
H -5.869 -2.448 -2.034
H -5.855 -4.198 -2.227
H -3.601 -3.388 -1.610
H -4.246 -4.417 -0.325
C -10.235 -4.791 -3.592
C -8.923 -4.768 -4.371
C -8.153 -6.088 -4.279
C -7.810 -6.381 -2.855
N -7.545 -6.608 -1.747
H -10.065 -4.938 -2.523
H -10.762 -3.842 -3.710
H -10.889 -5.590 -3.950
H -8.301 -3.951 -3.995
H -9.136 -4.553 -5.421
H -7.231 -6.028 -4.861
H -8.752 -6.911 -4.678
C -2.638 3.397 -6.603
C -1.314 3.401 -7.361
C -0.552 2.079 -7.238
C -0.229 1.801 -5.810
N 0.034 1.582 -4.699
H -2.487 3.265 -5.530
H -3.159 4.347 -6.743
H -3.291 2.596 -6.960
H -0.694 4.221 -6.987
H -1.510 3.602 -8.418
H 0.377 2.126 -7.806
H -1.150 1.255 -7.635
*
```

Gap between HOMO and LUMO ... 2.367 eV
Maximum force ... 2.93 eV Å⁻¹
HOMO energy ... -1.067 eV
Electronic energy ... -2179.0563 hartree
Lowest unoccupied orbital energy ... 0.04775 Eh